# 1
The following is a quantum chemistry calculation of a single C5H5NO2 molecule in a non-equilibrium geometry, from the OMol25 dataset.

## Properties
Orbital gap = 9.667 eV
Total charge = 0
SMILES = Oc1ccnc(O)c1
Energy relative to the best compared isomer or geometry (same formula, charge and spin) = 293.5 kJ/mol
Highest occupied orbital energy = -9.10 eV

XYZ file:
```
13
C5H5NO2, DFT the ωB97M-V functional and the def2-TZVPD basis
C 0.892 -0.263 0.593
C 0.017 -1.454 0.564
C -1.005 -1.398 -0.258
C -0.966 0.794 -0.769
C 0.321 1.006 0.061
H 2.755 0.290 0.792
H 0.567 -2.442 0.829
H -1.536 -2.332 -0.312
H -1.175 2.672 -0.973
H 0.894 2.008 0.728
N -1.525 -0.279 -0.966
O 2.140 -0.438 1.211
O -1.381 1.836 -1.499
```

Mulliken atomic charge list, values in e, 5 entries: 0.51, -0.44, -0.14, 0.50, -0.38


# 2
The following is a quantum chemistry calculation of a single C3H4F2 molecule in a non-equilibrium geometry, from the OMol25 dataset.

## Properties
Orbital gap = 11.001 eV
Total charge = 0
SMILES = C=C(F)CF
Energy relative to the best compared isomer or geometry (same formula, charge and spin) = 148.6 kJ/mol
Highest occupied orbital energy = -9.98 eV

XYZ file:
```
9
C3H4F2, DFT the ωB97M-V functional and the def2-TZVPD basis
C 0.531 -0.989 0.186
C -0.540 -0.037 0.086
C -0.413 1.319 0.098
H 0.798 -1.498 1.226
H 0.488 -1.700 -0.727
H -1.256 1.925 -0.317
H 0.593 1.816 0.014
F 1.561 -0.104 -0.329
F -1.761 -0.732 -0.238
```

Mulliken atomic charge list, values in e, 5 entries: -0.06, 0.31, -0.64, 0.22, 0.19


# 3
The following is a quantum chemistry calculation of 2 unconnected molecules or ions with the total composition C3H4NOP in a non-equilibrium geometry, from the OMol25 dataset.

## Properties
Orbital gap = 9.309 eV
Total charge = 0
SMILES = C=C=O.N=C=P
Energy relative to the best compared isomer or geometry (same formula, charge and spin) = 203.7 kJ/mol
Highest occupied orbital energy = -8.49 eV

XYZ file:
```
10
C3H4NOP, DFT the ωB97M-V functional and the def2-TZVPD basis
C -2.229 0.631 0.221
C 1.603 0.552 0.759
C 1.815 -0.721 0.569
N -2.433 1.777 0.080
O 1.400 1.662 0.994
P -1.840 -0.908 0.473
H 1.454 -1.206 -0.258
H 1.901 -1.284 1.447
H -2.813 2.383 -0.713
H -3.079 -1.031 0.990
```

Mulliken atomic charge list, values in e, 5 entries: 0.32, 0.73, -1.03, -0.31, -0.33


# 4
The following is a quantum chemistry calculation of a single C5H8O molecule in a non-equilibrium geometry, from the OMol25 dataset.

## Properties
Orbital gap = 9.257 eV
Total charge = 0
SMILES = C#CC[C@@H](C)O
Energy relative to the best compared isomer or geometry (same formula, charge and spin) = 374.1 kJ/mol
Highest occupied orbital energy = -8.52 eV

XYZ file:
```
14
C5H8O, DFT the ωB97M-V functional and the def2-TZVPD basis
C 0.234 0.332 1.616
C -0.331 -0.402 0.414
O -1.203 0.674 -0.215
C 0.812 -0.927 -0.542
C 0.707 -0.056 -1.729
C -0.139 0.816 -1.931
H 0.934 1.098 1.261
H -0.592 0.819 2.131
H 0.773 -0.306 2.327
H -1.024 -1.201 0.667
H -2.011 0.390 -0.683
H 1.814 -0.851 -0.083
H 0.691 -1.986 -0.814
H -0.663 1.600 -2.419
```

Mulliken atomic charge list, values in e, 5 entries: -1.40, 0.48, -0.60, -0.53, -0.51


# 5
The following is a quantum chemistry calculation of a molecular structure, C27H35BrCl18IN6O2S in a non-equilibrium geometry, from the OMol25 dataset.

## Properties
Orbital gap = 7.815 eV
Total charge = +1
Highest occupied orbital energy = -10.88 eV

XYZ file:
```
91
C27H35BrCl18IN6O2S, DFT the ωB97M-V functional and the def2-TZVPD basis
C -4.690 2.404 -0.744
C -4.311 1.044 -1.551
N -5.230 0.259 -2.067
C -2.715 0.755 -1.660
C -2.120 0.179 -0.252
C -2.504 -1.396 -0.068
I -4.415 -1.485 0.988
N -1.362 -2.298 0.345
C -0.587 -2.480 -0.951
C -1.217 -3.364 -2.120
N -1.770 -2.571 -3.290
C -1.966 -3.611 0.752
C -1.136 -4.946 0.828
O -1.442 -5.740 1.771
Br 0.279 -5.759 -0.277
C -0.482 -1.676 1.475
C -1.398 -1.113 2.689
C 0.802 -2.447 1.810
C 1.061 -3.192 3.328
C -0.304 -3.725 4.193
O 0.645 -2.446 4.565
C 0.118 -0.263 0.856
C 0.732 0.762 1.969
C 2.243 0.735 2.448
C 2.724 1.801 3.482
C 1.646 2.821 3.955
C 0.237 2.695 3.328
N -0.232 1.744 2.393
N -0.745 0.563 0.033
N 0.012 1.066 -1.028
C 0.221 2.354 -0.950
S 0.804 3.895 -0.814
H -4.995 2.123 0.324
H -5.508 3.009 -1.267
H -3.747 3.067 -0.664
H -6.136 0.716 -1.816
H -2.276 1.776 -1.937
H -2.598 -0.020 -2.512
H -2.785 0.717 0.537
H -2.910 -1.637 -1.127
H 0.473 -2.902 -0.810
H -0.376 -1.481 -1.504
H -0.375 -3.987 -2.617
H -2.029 -4.115 -1.879
H -2.767 -2.365 -3.159
H -1.201 -1.740 -3.479
H -2.872 -3.864 0.073
H -2.448 -3.506 1.800
H -0.788 -0.717 3.572
H -2.051 -0.215 2.395
H -2.106 -1.885 3.141
H 1.785 -1.840 1.773
H 1.094 -3.377 1.179
H 2.038 -3.907 3.389
H -1.084 -3.091 4.724
H -0.863 -3.695 3.196
H 1.037 -0.568 0.213
H 2.992 -0.041 2.059
H 3.815 1.772 3.864
H 1.943 3.611 4.735
H -0.527 3.484 3.683
C 6.559 -0.333 3.954
Cl 5.053 0.561 3.699
Cl 6.384 -1.983 3.354
Cl 7.911 0.483 3.159
H 6.763 -0.374 5.023
C 4.647 -2.781 -0.135
Cl 4.899 -1.994 -1.696
Cl 4.039 -1.620 1.052
Cl 3.527 -4.140 -0.287
H 5.605 -3.162 0.216
C -2.002 6.684 0.277
Cl -3.108 7.866 0.988
Cl -1.076 5.859 1.540
Cl -2.891 5.512 -0.705
H -1.304 7.213 -0.369
C 2.124 -1.605 -4.798
Cl 2.376 -0.805 -6.354
Cl 1.479 -0.461 -3.608
Cl 1.042 -2.993 -4.980
H 3.086 -1.966 -4.438
C 5.613 1.972 -3.100
Cl 4.460 3.110 -2.389
Cl 6.544 1.159 -1.835
Cl 4.778 0.783 -4.109
H 6.303 2.531 -3.730
C -4.119 6.098 -4.921
Cl -5.592 6.081 -3.941
Cl -3.348 7.688 -4.856
Cl -2.997 4.841 -4.378
H -4.391 5.891 -5.954
```

Mulliken atomic charge list, values in e, 5 entries: -0.75, 0.29, -0.65, -0.23, -0.13


# 6
The following is a quantum chemistry calculation of a molecular structure, C4H7N3S in a non-equilibrium geometry, from the OMol25 dataset.

## Properties
Orbital gap = 7.464 eV
Total charge = 0
Energy relative to the best compared isomer or geometry (same formula, charge and spin) = 672.4 kJ/mol
Highest occupied orbital energy = -9.00 eV

XYZ file:
```
15
C4H7N3S, DFT the ωB97M-V functional and the def2-TZVPD basis
C 1.403 0.104 -2.271
C 0.109 -1.423 -1.057
C -0.340 1.138 1.400
C -1.296 0.600 2.525
H 1.315 0.395 -3.625
H 2.530 0.096 -1.838
H 0.569 0.786 -1.776
H -0.521 -2.366 -0.743
H -1.030 -0.884 0.666
H -0.063 2.038 1.793
H -1.465 -0.578 2.664
N 0.804 -1.277 -2.076
N -0.438 -0.383 -0.088
N 0.221 0.711 0.356
S -1.798 1.044 4.070
```

Mulliken atomic charge list, values in e, 5 entries: -0.63, 0.13, 0.03, -0.41, 0.24